(w)
# C34H35F4N4NiO2SSi

A structure of composition C34H35F4N4NiO2SSi (ωB97M-V/def2-TZVPD, the Open Molecules 2025 dataset).

Each line ends with the Löwdin charge.
Element x y z (Å)
Ni -0.107 0.684 -1.419  0.34
C 3.110 -3.439 3.389  -0.05
C 3.588 -2.066 3.775  -0.22
C 4.401 -1.870 4.882  -0.07
C 4.841 -0.606 5.253  -0.12
C 4.486 0.483 4.471  -0.10
C 3.689 0.316 3.350  -0.02
C 3.207 -0.952 3.006  -0.20
N 2.398 -1.169 1.898  0.15
C 1.480 -0.327 1.265  -0.36
N 1.081 0.721 2.035  0.15
C 0.333 1.873 1.707  -0.18
C 0.297 2.379 0.389  -0.32
C -0.614 3.420 0.121  -0.06
C -1.329 4.023 1.134  -0.11
C -1.200 3.573 2.445  -0.09
C -0.389 2.481 2.731  -0.25
C -0.323 1.938 4.137  -0.06
N 1.006 -0.625 0.108  0.13
C 1.611 -1.699 -0.589  -0.25
C 2.900 -1.591 -1.112  -0.03
C 3.464 -2.642 -1.819  -0.10
C 2.753 -3.820 -1.996  -0.11
C 1.478 -3.932 -1.461  -0.05
C 0.889 -2.890 -0.753  -0.22
C -0.498 -3.014 -0.187  -0.04
H 3.449 -4.181 4.113  0.07
H 3.484 -3.736 2.405  0.08
H 2.018 -3.474 3.344  0.09
H 4.697 -2.731 5.472  0.10
H 5.465 -0.477 6.128  0.09
H 4.850 1.472 4.722  0.10
H 3.467 1.157 2.703  0.10
H 2.498 -2.055 1.427  0.12
H 1.271 0.600 3.013  0.10
H -0.688 3.764 -0.902  0.11
H -1.991 4.851 0.911  0.09
H -1.759 4.045 3.246  0.09
H -0.952 2.536 4.795  0.07
H 0.695 1.957 4.542  0.07
H -0.681 0.903 4.176  0.08
H 3.427 -0.651 -0.996  0.08
H 4.453 -2.529 -2.248  0.09
H 3.180 -4.642 -2.560  0.09
H 0.913 -4.847 -1.607  0.10
H -0.944 -3.967 -0.475  0.08
H -1.117 -2.206 -0.579  0.06
H -0.494 -2.938 0.905  0.08
C -4.534 1.915 0.114  -0.18
Si -3.308 0.593 -0.496  0.39
C -4.379 -0.903 -1.001  -0.18
C -2.380 0.000 1.034  -0.16
N -2.227 1.202 -1.660  -0.07
C -2.638 1.637 -2.879  -0.30
C -3.979 1.595 -3.359  -0.06
C -4.357 2.028 -4.621  -0.15
C -3.430 2.555 -5.505  -0.16
C -2.106 2.659 -5.077  -0.06
C -1.753 2.233 -3.821  -0.23
F -0.456 2.398 -3.461  0.02
H -5.123 1.543 0.962  0.01
H -5.229 2.235 -0.667  0.01
H -3.975 2.793 0.449  0.01
H -4.936 -1.291 -0.141  0.01
H -3.735 -1.702 -1.382  0.02
H -5.099 -0.666 -1.786  0.00
H -2.908 -0.826 1.523  0.02
H -2.273 0.817 1.751  0.02
H -1.380 -0.339 0.755  -0.01
H -4.735 1.195 -2.699  0.06
H -5.399 1.950 -4.916  0.08
H -3.718 2.870 -6.501  0.07
H -1.343 3.073 -5.724  0.10
F 1.638 0.039 -3.674  0.12
C 0.979 -0.856 -4.420  -0.53
F 1.887 -1.786 -4.808  0.10
F 0.586 -0.221 -5.551  0.11
C -0.247 -1.526 -3.700  -0.58
O -0.689 -2.497 -4.313  0.02
O -0.632 -1.012 -2.623  -0.03
S 2.857 2.191 -0.451  0.50
C 1.229 2.003 -0.645  -0.68

Properties
Spin multiplicity: 2
E_LUMO (spin up / spin down) in eV: 3.973 / 3.973
HOMO (spin up / spin down) in eV: -0.67 / -0.47
Charge: -2

***

(x)
# C34H35F4N4NiO2SSi

A structure of composition C34H35F4N4NiO2SSi (ωB97M-V/def2-TZVPD, the Open Molecules 2025 dataset).

Each line ends with the Löwdin charge.
Element x y z (Å)
Ni -0.271 -1.260 -0.934  0.35
C -2.430 3.959 3.281  -0.05
C -1.951 2.963 4.301  -0.22
C -1.951 3.259 5.652  -0.07
C -1.497 2.351 6.601  -0.12
C -1.072 1.097 6.181  -0.10
C -1.077 0.766 4.839  -0.03
C -1.486 1.699 3.877  -0.19
N -1.496 1.422 2.520  0.15
C -0.711 0.564 1.756  -0.37
N 0.425 0.142 2.373  0.14
C 1.352 -0.838 1.989  -0.19
C 0.982 -1.893 1.113  -0.32
C 2.007 -2.739 0.642  -0.06
C 3.290 -2.643 1.131  -0.11
C 3.608 -1.672 2.077  -0.09
C 2.651 -0.753 2.490  -0.25
C 3.035 0.344 3.453  -0.06
N -1.012 0.345 0.519  0.12
C -2.290 0.768 0.087  -0.25
C -3.454 0.156 0.562  -0.04
C -4.700 0.551 0.103  -0.10
C -4.804 1.584 -0.815  -0.11
C -3.653 2.213 -1.265  -0.06
C -2.391 1.828 -0.827  -0.22
C -1.152 2.507 -1.337  -0.04
H -2.706 4.897 3.762  0.07
H -3.305 3.587 2.740  0.09
H -1.651 4.165 2.543  0.09
H -2.316 4.228 5.978  0.10
H -1.494 2.611 7.652  0.09
H -0.751 0.363 6.910  0.10
H -0.804 -0.232 4.520  0.11
H -2.200 1.888 1.968  0.12
H 0.678 0.687 3.178  0.10
H 1.729 -3.514 -0.058  0.11
H 4.050 -3.341 0.798  0.09
H 4.615 -1.607 2.476  0.09
H 4.086 0.244 3.722  0.07
H 2.447 0.310 4.376  0.07
H 2.896 1.330 2.998  0.08
H -3.359 -0.666 1.258  0.06
H -5.589 0.043 0.456  0.09
H -5.773 1.899 -1.183  0.09
H -3.732 3.021 -1.983  0.10
H -1.407 3.238 -2.104  0.08
H -0.494 1.754 -1.770  0.06
H -0.610 3.010 -0.530  0.07
C 4.424 -0.775 -2.003  -0.18
Si 2.633 -0.117 -2.147  0.40
C 2.673 1.155 -3.583  -0.18
C 2.331 0.917 -0.589  -0.15
N 1.501 -1.381 -2.238  -0.07
C 1.439 -2.229 -3.298  -0.30
C 2.238 -2.104 -4.468  -0.07
C 2.130 -2.954 -5.553  -0.15
C 1.234 -4.010 -5.555  -0.16
C 0.458 -4.217 -4.418  -0.05
C 0.581 -3.367 -3.349  -0.24
F -0.173 -3.629 -2.261  0.03
H 5.126 0.038 -1.790  0.01
H 4.762 -1.281 -2.911  0.01
H 4.480 -1.492 -1.182  0.00
H 3.349 1.987 -3.364  0.01
H 1.672 1.562 -3.741  0.02
H 2.993 0.709 -4.527  0.00
H 2.629 1.960 -0.734  0.02
H 2.897 0.508 0.249  0.01
H 1.271 0.886 -0.328  0.00
H 2.950 -1.290 -4.504  0.05
H 2.764 -2.787 -6.419  0.08
H 1.134 -4.656 -6.418  0.07
H -0.244 -5.040 -4.370  0.10
F -2.942 -2.102 -1.659  0.12
C -3.188 -1.620 -2.879  -0.52
F -4.478 -1.210 -2.861  0.10
F -3.165 -2.679 -3.723  0.11
C -2.177 -0.462 -3.333  -0.57
O -2.549 0.126 -4.345  0.02
O -1.146 -0.287 -2.635  -0.04
S -1.491 -2.541 2.026  0.51
C -0.380 -2.254 0.840  -0.67

Properties
Spin multiplicity: 2
E_LUMO (spin up / spin down) in eV: 3.981 / 3.981
HOMO (spin up / spin down) in eV: -0.64 / -0.42
Charge: -2

***

(y)
# C34H35F4N4NiO2SSi

A structure of composition C34H35F4N4NiO2SSi (ωB97M-V/def2-TZVPD, the Open Molecules 2025 dataset).

Each line ends with the Löwdin charge.
Element x y z (Å)
Ni -1.338 0.627 -0.062  0.33
C 5.864 0.581 -0.566  -0.05
C 5.506 1.012 0.829  -0.22
C 6.491 1.301 1.767  -0.07
C 6.173 1.694 3.059  -0.12
C 4.840 1.826 3.414  -0.09
C 3.833 1.563 2.496  -0.02
C 4.162 1.128 1.210  -0.20
N 3.178 0.852 0.257  0.15
C 1.861 0.410 0.468  -0.37
N 1.733 -0.297 1.628  0.14
C 0.586 -0.703 2.364  -0.18
C -0.597 0.033 2.341  -0.33
C -1.712 -0.516 2.995  -0.05
C -1.607 -1.677 3.736  -0.11
C -0.396 -2.360 3.803  -0.09
C 0.702 -1.890 3.096  -0.25
C 1.990 -2.669 3.078  -0.06
N 0.936 0.624 -0.384  0.13
C 1.228 1.485 -1.468  -0.25
C 1.356 2.851 -1.250  -0.03
C 1.628 3.702 -2.312  -0.10
C 1.766 3.188 -3.594  -0.11
C 1.616 1.823 -3.805  -0.05
C 1.344 0.951 -2.757  -0.22
C 1.135 -0.517 -2.984  -0.04
H 6.945 0.486 -0.672  0.07
H 5.522 1.295 -1.320  0.08
H 5.403 -0.378 -0.814  0.08
H 7.530 1.205 1.470  0.10
H 6.959 1.904 3.773  0.09
H 4.567 2.159 4.408  0.10
H 2.791 1.720 2.753  0.07
H 3.370 1.102 -0.700  0.13
H 2.604 -0.654 1.979  0.11
H -2.657 0.000 2.888  0.11
H -2.482 -2.073 4.239  0.09
H -0.309 -3.283 4.366  0.09
H 1.903 -3.563 3.697  0.07
H 2.837 -2.090 3.465  0.07
H 2.249 -2.989 2.063  0.08
H 1.192 3.227 -0.244  0.09
H 1.696 4.768 -2.136  0.09
H 1.941 3.850 -4.433  0.09
H 1.669 1.422 -4.811  0.10
H 1.199 -0.752 -4.047  0.07
H 0.145 -0.805 -2.629  0.06
H 1.872 -1.117 -2.443  0.08
C -3.152 -3.774 0.600  -0.18
Si -2.364 -2.440 -0.482  0.37
C -2.652 -2.959 -2.272  -0.18
C -0.517 -2.648 -0.237  -0.16
N -2.894 -0.866 -0.107  -0.07
C -4.186 -0.504 -0.248  -0.31
C -5.246 -1.323 -0.732  -0.07
C -6.563 -0.902 -0.863  -0.15
C -6.940 0.387 -0.514  -0.16
C -5.941 1.228 -0.023  -0.06
C -4.647 0.790 0.110  -0.23
F -3.767 1.681 0.633  0.02
H -2.701 -4.753 0.402  0.02
H -4.230 -3.856 0.443  0.01
H -2.979 -3.524 1.652  0.01
H -2.160 -3.921 -2.452  0.01
H -2.212 -2.212 -2.940  0.03
H -3.705 -3.056 -2.547  0.01
H -0.128 -3.399 -0.933  0.03
H -0.298 -2.974 0.785  0.02
H 0.010 -1.710 -0.409  0.00
H -5.010 -2.338 -1.025  0.06
H -7.300 -1.598 -1.253  0.08
H -7.959 0.737 -0.629  0.07
H -6.148 2.252 0.268  0.10
F -1.894 3.313 -1.344  0.13
C -2.234 3.020 -2.600  -0.54
F -1.607 3.929 -3.383  0.11
F -3.561 3.266 -2.707  0.12
C -1.923 1.583 -3.064  -0.59
O -2.043 1.417 -4.283  0.02
O -1.620 0.764 -2.174  -0.03
S 0.071 2.591 2.423  0.51
C -0.726 1.343 1.692  -0.68

Properties
Spin multiplicity: 2
E_LUMO (spin up / spin down) in eV: 3.995 / 3.995
HOMO (spin up / spin down) in eV: -0.80 / -0.62
Charge: -2

***

Which of them is the most stable? Correct choice: (y).

***

(w)
# C4H7N2

The ion C4H7N2 with charge +1 (ωB97M-V/def2-TZVPD, the Open Molecules 2025 dataset).

Each line ends with the Löwdin charge.
Element x y z (Å)
C 1.262 0.296 1.035  -0.07
C 1.111 1.585 0.792  0.12
C -0.397 -0.633 -1.009  -0.29
C 0.501 -0.556 0.137  -0.07
N -0.096 -1.757 -0.058  0.25
N -1.570 0.046 -0.954  0.11
H 1.848 -0.038 1.984  0.16
H -2.026 0.172 -0.031  0.13
H 1.207 2.377 1.535  0.10
H -0.022 -0.743 -1.976  0.15
H -0.045 -2.717 0.305  0.18
H 0.533 1.848 -0.112  0.10
H -2.306 0.119 -1.647  0.12

Properties
Spin multiplicity: 1
E_LUMO in eV: -5.410
SMILES: C=CC1=[NH+][C@H]1N
HOMO in eV: -14.55
Charge: +1

***

(x)
# C4H7N2

The ion C4H7N2 with charge +1 (ωB97M-V/def2-TZVPD, the Open Molecules 2025 dataset).

Each line ends with the Löwdin charge.
Element x y z (Å)
C -1.730 0.934 0.953  -0.02
C -0.579 0.222 0.434  -0.13
C 0.212 -0.813 0.842  0.04
N 1.191 -1.030 -0.170  0.09
C 1.088 -0.167 -1.202  -0.05
N 0.113 0.678 -0.879  0.16
H -1.682 1.664 1.651  0.06
H -2.517 0.287 1.489  0.15
H -2.184 1.507 0.209  0.07
H 0.101 -1.549 1.539  0.11
H 1.622 -1.949 -0.246  0.18
H 1.787 -0.021 -2.113  0.20
H -0.202 1.472 -1.353  0.14

Properties
Spin multiplicity: 1
E_LUMO in eV: -3.587
SMILES: Cc1c[nH]c[nH+]1
HOMO in eV: -14.43
Charge: +1

***

(y)
# C4H7N2

A structure of composition C4H7N2 (ωB97M-V/def2-TZVPD, the Open Molecules 2025 dataset).

Each line ends with the Löwdin charge.
Element x y z (Å)
C 0.181 -0.079 0.415  -0.28
C 2.558 0.106 -0.063  0.13
C -0.730 0.828 -0.377  -0.02
C -1.805 -0.132 0.018  -0.07
N 1.467 -0.028 0.539  0.14
N -0.718 -1.012 0.619  0.18
H 2.662 0.034 -1.175  0.13
H 3.499 -0.060 0.376  0.09
H -0.966 1.789 -0.093  0.10
H -0.552 0.729 -1.529  0.18
H -2.437 0.225 0.725  0.10
H -2.348 -0.567 -0.747  0.11
H -0.811 -1.833 1.292  0.21

Properties
Spin multiplicity: 1
E_LUMO in eV: -5.018
HOMO in eV: -14.89
Charge: +1

***

(z)
# C4H7N2

The ion C4H7N2 with charge +1 (ωB97M-V/def2-TZVPD, the Open Molecules 2025 dataset).

Each line ends with the Löwdin charge.
Element x y z (Å)
C -0.596 1.550 -0.024  0.03
C -1.158 -1.653 0.012  0.20
C 0.256 0.460 -0.481  -0.28
C 1.485 0.204 0.343  0.00
N -1.663 0.785 0.299  0.21
N -0.914 -0.431 -0.132  -0.07
H -0.606 2.665 0.054  0.16
H -2.124 -2.041 0.496  0.17
H -0.389 -2.295 -0.330  0.12
H 0.529 0.385 -1.574  0.19
H 2.023 1.034 0.026  0.09
H 1.943 -0.625 -0.056  0.07
H 1.214 -0.037 1.369  0.12

Properties
Spin multiplicity: 1
E_LUMO in eV: -5.292
SMILES: C=[N+]1N=C[C@H]1C
HOMO in eV: -16.29
Charge: +1

***

Which of them is the most stable? Correct choice: (x).

***

(w)
# C4H7N2

The ion C4H7N2 with charge +1 (ωB97M-V/def2-TZVPD, the Open Molecules 2025 dataset).

Each line ends with the Löwdin charge.
Element x y z (Å)
C -0.811 1.605 1.840  -0.17
C 0.098 2.364 2.278  0.17
C -0.747 0.291 1.505  -0.02
C -0.310 -0.303 0.204  -0.23
N 0.271 -1.553 0.298  0.11
N 0.883 0.871 -0.441  0.20
H -1.150 -0.337 2.301  0.14
H -0.984 -0.156 -0.623  0.15
H 0.504 -2.126 -0.526  0.14
H 0.921 -1.700 1.049  0.12
H 0.363 1.545 -1.058  0.17
H 1.428 0.199 -0.988  0.13
H 1.459 1.277 0.288  0.11

Properties
Spin multiplicity: 1
E_LUMO in eV: -5.864
HOMO in eV: -14.55
Charge: +1

***

(x)
# C4H7N2

A structure of composition C4H7N2 (ωB97M-V/def2-TZVPD, the Open Molecules 2025 dataset).

Each line ends with the Löwdin charge.
Element x y z (Å)
C 1.085 -0.905 0.462  -0.09
C 0.429 0.221 1.163  -0.07
C -0.294 0.711 -1.075  -0.02
C 0.745 -0.357 -1.026  -0.06
N -0.454 -0.519 -1.637  0.13
N -0.910 0.638 0.715  0.12
H 2.145 -1.087 0.498  0.11
H 0.639 -1.938 0.620  0.14
H 0.854 0.981 1.814  0.13
H -0.221 1.625 -1.606  0.14
H -1.240 -1.046 -1.980  0.17
H -1.750 0.106 0.973  0.16
H -1.029 1.569 1.079  0.14

Properties
Spin multiplicity: 1
E_LUMO (spin up / spin down) in eV: -4.542 / -4.747
HOMO (spin up / spin down) in eV: -13.12 / -12.88
Charge: +1

***

Which of them is the most stable? Correct choice: (w).